(A)
This record from the OMol25 dataset describes 9 unconnected molecules or ions with the total composition C25H63Br2N3O11. The level of theory is ωB97M-V/def2-TZVPD.

Each line ends with the Löwdin charge.
Atoms and positions in Å:
C: 3.10 1.31 -2.13  0.043
N: 2.09 1.63 -3.18  -0.412
O: 1.85 2.79 -3.43  0.076
O: 1.57 0.61 -3.71  0.031
H: 3.95 1.93 -2.41  0.091
H: 3.24 0.27 -1.85  0.091
H: 2.80 1.82 -1.22  0.070
C: -3.59 -3.19 3.24  -0.045
N: -2.52 -3.66 2.29  -0.615
O: -1.60 -2.84 2.00  -0.255
O: -2.67 -4.82 1.95  -0.175
H: -3.45 -3.81 4.13  0.058
H: -4.54 -3.25 2.73  0.057
H: -3.44 -2.14 3.51  0.038
C: -1.78 5.13 -0.56  0.021
N: -2.55 4.81 -1.81  -0.432
O: -3.72 4.90 -1.74  0.084
O: -1.89 4.29 -2.75  0.018
H: -1.77 4.27 0.11  0.045
H: -2.24 5.95 -0.01  0.094
H: -0.73 5.26 -0.83  0.095
Br: -0.41 -3.05 -0.82  0.675
C: -0.30 -1.08 -1.14  -0.661
C: -1.21 -0.31 -0.24  -0.625
Br: -0.69 1.57 -0.41  0.734
H: -0.57 -0.95 -2.18  0.046
H: 0.74 -0.82 -0.95  0.018
H: -1.13 -0.47 0.84  0.024
H: -2.25 -0.47 -0.51  0.063
C: -2.15 0.96 -4.71  -0.058
C: -3.25 0.85 -3.69  -0.258
O: -4.08 -0.19 -4.25  -0.171
C: -5.08 -0.71 -3.37  -0.282
C: -5.95 -1.68 -4.14  -0.089
H: -1.80 -0.06 -4.86  0.051
H: -2.51 1.23 -5.70  0.082
H: -1.41 1.61 -4.24  0.071
H: -2.98 0.52 -2.68  0.093
H: -3.73 1.82 -3.56  0.111
H: -4.78 -1.13 -2.41  0.118
H: -5.73 0.12 -3.10  0.108
H: -6.85 -1.92 -3.59  0.072
H: -5.44 -2.62 -4.32  0.071
H: -6.20 -1.31 -5.13  0.073
C: 3.16 -2.85 -2.28  -0.070
C: 2.66 -3.52 -3.61  -0.240
O: 1.78 -2.58 -4.27  -0.200
C: 1.19 -3.05 -5.46  -0.272
C: 0.38 -1.81 -5.91  -0.071
H: 2.37 -2.26 -1.82  0.021
H: 3.46 -3.67 -1.63  0.073
H: 3.94 -2.15 -2.58  0.067
H: 3.42 -3.81 -4.33  0.106
H: 2.10 -4.44 -3.41  0.106
H: 1.92 -3.43 -6.17  0.110
H: 0.41 -3.78 -5.26  0.113
H: -0.09 -2.03 -6.87  0.068
H: 0.95 -0.89 -5.91  0.068
H: -0.50 -1.73 -5.27  0.056
C: -1.89 1.88 2.97  -0.100
C: -2.61 1.57 4.24  -0.260
O: -1.51 1.07 5.03  -0.180
C: -1.85 0.36 6.17  -0.281
C: -2.70 1.17 7.16  -0.067
H: -1.74 0.93 2.46  0.060
H: -2.40 2.58 2.32  0.061
H: -0.99 2.47 3.17  0.077
H: -3.06 2.50 4.60  0.110
H: -3.38 0.81 4.14  0.124
H: -2.44 -0.48 5.79  0.111
H: -0.94 -0.08 6.58  0.108
H: -3.54 1.58 6.60  0.057
H: -2.18 2.01 7.64  0.070
H: -3.09 0.53 7.95  0.069
C: 6.10 2.68 -0.49  -0.085
C: 5.28 1.77 0.42  -0.281
O: 4.18 2.60 0.68  -0.170
C: 3.27 1.92 1.51  -0.285
C: 1.92 2.68 1.57  -0.073
H: 7.17 2.45 -0.49  0.068
H: 5.83 2.76 -1.54  0.059
H: 6.12 3.68 -0.06  0.078
H: 5.13 0.85 -0.14  0.111
H: 5.93 1.66 1.28  0.123
H: 3.09 0.98 1.00  0.091
H: 3.64 1.77 2.53  0.122
H: 1.08 2.11 1.96  0.037
H: 1.72 2.80 0.51  0.015
H: 2.10 3.60 2.13  0.077
C: 1.49 -1.96 5.19  -0.051
C: 1.60 -0.65 4.29  -0.233
O: 2.42 -0.82 3.15  -0.189
C: 1.90 -1.61 2.08  -0.262
C: 3.05 -2.12 1.26  -0.064
H: 2.47 -2.28 5.55  0.060
H: 0.81 -1.80 6.03  0.051
H: 1.19 -2.83 4.61  0.063
H: 0.62 -0.34 3.93  0.102
H: 2.08 0.13 4.87  0.110
H: 1.23 -2.42 2.35  0.111
H: 1.31 -0.91 1.49  0.099
H: 2.70 -2.69 0.39  0.040
H: 3.71 -2.76 1.85  0.079
H: 3.71 -1.33 0.90  0.056

Properties
Charge   -1
⟨S²⟩   0.7535
Lowest unoccupied orbital energy (spin up / spin down)   1.97 / 1.97 eV
2S+1   2

=====

(B)
This record from the OMol25 dataset describes 9 unconnected molecules or ions with the total composition C25H63Br2N3O11. The level of theory is ωB97M-V/def2-TZVPD.

Each line ends with the Löwdin charge.
Atoms and positions in Å:
C: -0.42 1.73 3.51  0.040
N: 0.61 1.74 4.64  -0.433
O: 1.77 1.97 4.44  0.082
O: 0.12 1.43 5.71  0.041
H: -0.58 0.71 3.17  0.082
H: 0.00 2.37 2.73  0.083
H: -1.41 2.14 3.71  0.087
C: -1.64 -2.16 -3.44  0.045
N: -2.52 -3.25 -2.82  -0.390
O: -2.95 -4.12 -3.62  0.011
O: -2.87 -3.18 -1.65  0.058
H: -0.77 -1.97 -2.81  0.069
H: -2.24 -1.28 -3.69  0.090
H: -1.33 -2.47 -4.44  0.086
C: 3.16 -3.57 4.55  -0.053
N: 2.63 -3.50 3.14  -0.581
O: 2.96 -4.43 2.35  -0.189
O: 1.77 -2.62 2.94  -0.194
H: 2.39 -3.71 5.31  0.052
H: 3.58 -2.60 4.81  0.053
H: 3.97 -4.30 4.62  0.059
Br: 2.99 -0.80 0.16  0.851
C: 1.07 -0.80 0.23  -0.608
C: 0.47 0.56 -0.39  -0.583
Br: -1.53 0.69 -0.31  0.596
H: 0.79 -0.95 1.27  0.033
H: 0.71 -1.62 -0.40  0.026
H: 0.74 0.56 -1.44  0.021
H: 0.81 1.53 -0.04  0.043
C: 2.81 1.00 -4.77  -0.076
C: 1.40 1.66 -4.81  -0.239
O: 1.24 2.58 -3.67  -0.165
C: -0.11 3.08 -3.69  -0.300
C: -0.14 4.36 -2.93  -0.066
H: 3.51 1.83 -4.84  0.065
H: 2.91 0.62 -3.75  0.051
H: 3.06 0.18 -5.43  0.076
H: 1.28 2.13 -5.79  0.112
H: 0.81 0.76 -4.67  0.101
H: -0.64 3.13 -4.64  0.114
H: -0.68 2.27 -3.22  0.093
H: 0.66 4.41 -2.20  0.083
H: -1.08 4.35 -2.38  0.063
H: -0.13 5.22 -3.60  0.075
C: -4.78 -5.98 2.00  -0.063
C: -4.82 -4.58 2.65  -0.320
O: -3.58 -4.02 2.39  -0.156
C: -3.19 -3.05 3.41  -0.251
C: -1.80 -2.43 3.19  -0.061
H: -5.75 -6.47 2.00  0.059
H: -4.58 -5.83 0.94  0.073
H: -4.08 -6.59 2.59  0.076
H: -5.62 -3.94 2.26  0.109
H: -5.03 -4.64 3.72  0.105
H: -3.98 -2.30 3.34  0.104
H: -3.16 -3.31 4.47  0.109
H: -1.05 -3.11 3.58  0.074
H: -1.81 -1.48 3.73  0.063
H: -1.64 -2.20 2.14  0.060
C: -2.67 3.84 0.68  -0.109
C: -4.20 3.94 0.57  -0.221
O: -4.58 4.96 1.60  -0.179
C: -5.98 5.32 1.61  -0.245
C: -6.39 6.05 0.29  -0.090
H: -2.42 3.15 1.48  0.043
H: -2.38 3.46 -0.30  0.009
H: -2.19 4.82 0.70  0.081
H: -4.51 4.05 -0.47  0.103
H: -4.60 2.99 0.93  0.110
H: -6.66 4.48 1.69  0.105
H: -6.14 6.02 2.44  0.109
H: -6.29 5.49 -0.64  0.060
H: -6.06 7.08 0.15  0.064
H: -7.43 6.36 0.46  0.060
C: 4.91 1.40 1.89  -0.103
C: 5.66 1.36 0.54  -0.279
O: 5.15 2.51 -0.13  -0.190
C: 5.63 2.73 -1.42  -0.307
C: 4.94 3.99 -1.89  -0.080
H: 5.18 0.60 2.58  0.076
H: 4.99 2.33 2.46  0.074
H: 3.87 1.28 1.60  0.005
H: 6.72 1.50 0.76  0.109
H: 5.47 0.51 -0.11  0.071
H: 6.65 3.06 -1.26  0.114
H: 5.48 1.94 -2.15  0.119
H: 5.06 4.74 -1.12  0.082
H: 3.91 3.79 -2.20  0.064
H: 5.38 4.26 -2.85  0.070
C: -0.31 -4.52 -0.12  -0.051
C: 1.15 -4.33 -0.52  -0.287
O: 1.12 -3.50 -1.67  -0.211
C: 2.38 -3.43 -2.26  -0.287
C: 2.40 -2.13 -3.08  -0.094
H: -0.38 -5.08 0.82  0.082
H: -0.62 -3.49 0.05  0.058
H: -0.88 -5.07 -0.87  0.068
H: 1.69 -3.87 0.30  0.082
H: 1.74 -5.23 -0.67  0.120
H: 3.13 -3.39 -1.48  0.102
H: 2.50 -4.29 -2.92  0.116
H: 1.49 -1.98 -3.66  0.060
H: 3.31 -2.18 -3.69  0.076
H: 2.45 -1.28 -2.41  -0.005

Properties
Charge   -1
⟨S²⟩   0.7537
Lowest unoccupied orbital energy (spin up / spin down)   1.95 / 1.95 eV
2S+1   2

=====

Best to worst by energy: (A), (B).

=====

(A)
This record from the OMol25 dataset describes 4 unconnected molecules or ions with the total composition C2H11O3S. The level of theory is ωB97M-V/def2-TZVPD.

Each line ends with the Löwdin charge.
Atoms and positions in Å:
C: -0.75 -0.26 -2.44  -0.234
C: -0.24 0.29 -1.11  -0.729
S: -0.88 -0.70 0.30  0.357
H: -1.82 -0.41 -2.37  0.041
H: -0.28 -1.22 -2.66  0.054
H: -0.57 0.43 -3.26  0.050
H: -0.57 1.32 -0.95  0.022
H: 0.84 0.32 -1.10  0.038
H: 0.19 0.24 3.41  0.029
H: 0.22 0.10 1.91  -0.114
O: 0.74 0.51 2.67  -0.167
H: 0.24 2.20 2.03  -0.017
H: -0.86 2.41 1.03  -0.001
O: -0.19 2.91 1.52  -0.108
H: 2.01 -2.44 0.15  0.014
H: 0.53 -2.63 0.37  -0.085
O: 1.39 -3.09 0.51  -0.151

Properties
Charge   -1
Lowest unoccupied orbital energy   3.90 eV
2S+1   1

=====

(B)
This record from the OMol25 dataset describes 4 unconnected molecules or ions with the total composition C2H11O3S. The level of theory is ωB97M-V/def2-TZVPD.

Each line ends with the Löwdin charge.
Atoms and positions in Å:
C: -1.60 -0.11 1.04  -0.218
C: -0.35 0.57 0.54  -0.698
S: 0.28 -0.10 -1.05  0.414
H: -1.61 -1.17 0.79  0.044
H: -2.50 0.37 0.67  0.051
H: -1.71 -0.03 2.13  0.052
H: 0.45 0.54 1.29  0.040
H: -0.38 1.65 0.34  0.038
H: 3.15 -0.33 0.67  -0.003
H: 2.81 0.39 -0.61  -0.036
O: 3.17 0.55 0.27  -0.128
H: 1.14 -2.43 1.09  0.002
H: 1.37 -1.42 -0.03  -0.129
O: 1.86 -2.14 0.52  -0.189
H: -2.76 1.03 -2.74  0.004
H: -1.32 1.05 -2.23  -0.104
O: -1.99 1.60 -2.70  -0.142

Properties
Charge   -1
Lowest unoccupied orbital energy   3.84 eV
2S+1   1

=====

Best to worst by energy: (A), (B).

=====

(A)
This record from the OMol25 dataset describes a single C4H8N4 molecule. The level of theory is ωB97M-V/def2-TZVPD.

Each line ends with the Löwdin charge.
Atoms and positions in Å:
C: -0.68 -0.98 1.00  -0.143
C: 0.15 -0.15 0.11  -0.313
C: 1.64 -0.18 0.08  -0.084
C: 0.19 2.95 -0.24  -0.011
H: -0.91 -2.08 -1.23  0.073
H: -2.10 -3.16 -0.61  0.073
H: -0.49 -0.99 2.10  0.119
H: -0.39 0.02 -0.79  0.124
H: 2.03 -0.21 -0.98  0.129
H: 2.22 -0.71 0.79  0.096
H: -0.75 2.83 0.32  0.080
H: 0.35 3.86 -0.79  0.055
N: -1.75 -2.20 -0.67  -0.011
N: -1.46 -1.97 0.69  -0.062
N: 0.89 0.95 0.55  -0.111
N: 1.08 2.01 -0.34  -0.014

Properties
Charge   0
SMILES   C=NN1C[C@H]1/C=N\N
Lowest unoccupied orbital energy   0.92 eV
2S+1   1

=====

(B)
This record from the OMol25 dataset describes a single C4H8N4 molecule. The level of theory is ωB97M-V/def2-TZVPD.

Each line ends with the Löwdin charge.
Atoms and positions in Å:
C: 1.57 0.90 2.44  -0.156
C: 0.55 0.18 0.03  -0.182
C: 0.13 0.05 -1.25  -0.100
C: -2.95 -1.60 -0.79  -0.038
H: 0.55 1.37 2.25  0.080
H: 2.20 1.44 3.20  0.070
H: 1.49 -0.16 2.80  0.077
H: 0.04 -0.27 0.92  0.096
H: 0.75 0.35 -2.13  0.137
H: -1.33 -0.75 -2.41  0.093
H: -3.63 -1.78 0.07  0.078
H: -3.24 -1.89 -1.79  0.066
N: 2.32 1.14 1.17  -0.087
N: 1.77 0.85 0.08  -0.070
N: -1.11 -0.45 -1.53  -0.043
N: -1.93 -0.88 -0.50  -0.022

Properties
Charge   0
SMILES   C=NN/C=C/N=N\C
Lowest unoccupied orbital energy   0.48 eV
2S+1   1

=====

(C)
This record from the OMol25 dataset describes a single C4H8N4 molecule. The level of theory is ωB97M-V/def2-TZVPD.

Each line ends with the Löwdin charge.
Atoms and positions in Å:
C: -0.07 -0.80 -0.48  -0.384
C: 0.34 -0.10 0.78  -0.146
C: 0.03 1.30 0.74  -0.206
C: -0.01 1.22 -1.58  -0.224
H: 0.53 -2.86 0.73  0.054
H: -0.64 -3.64 0.38  0.082
H: -0.28 -0.45 1.59  0.113
H: 1.37 -0.03 1.07  0.125
H: -1.08 1.38 0.69  0.143
H: 0.47 1.99 1.37  0.101
H: 0.55 2.82 -0.58  0.079
H: -0.25 1.77 -2.50  0.122
N: -0.43 -2.62 0.57  -0.038
N: -0.69 -1.87 -0.67  0.072
N: 0.59 1.87 -0.53  0.026
N: -0.44 0.02 -1.57  0.082

Properties
Charge   0
SMILES   N/N=C1\CCNC=N1
Lowest unoccupied orbital energy   0.83 eV
2S+1   1

=====

(D)
This record from the OMol25 dataset describes a molecular structure, C4H8N4. The level of theory is ωB97M-V/def2-TZVPD.

Each line ends with the Löwdin charge.
Atoms and positions in Å:
C: -1.63 0.10 -0.07  -0.567
C: 0.83 0.91 -0.21  -0.419
C: 1.63 -0.26 0.34  -0.173
C: 1.66 -1.12 -0.81  -0.085
H: 0.06 -1.65 0.05  0.206
H: -1.63 -1.09 1.75  0.241
H: -3.52 0.21 0.29  -0.036
H: -1.07 1.60 -1.35  0.092
H: 2.17 2.03 0.70  0.055
H: 1.87 -0.09 1.76  0.254
H: 2.11 -2.23 -0.34  0.136
H: 0.99 -0.85 -1.72  0.104
N: -1.23 -1.15 0.38  -0.039
N: -2.83 0.68 -0.15  0.094
N: -0.56 0.82 -0.94  0.056
N: 1.17 2.09 0.32  0.081

Properties
Charge   0
Lowest unoccupied orbital energy   -0.53 eV
2S+1   1

=====

Best to worst by energy: (C), (B), (A), (D).

=====

(A)
This record from the OMol25 dataset describes a molecular structure, C4H8N4. The level of theory is ωB97M-V/def2-TZVPD.

Each line ends with the Löwdin charge.
Atoms and positions in Å:
C: 0.60 -0.49 0.52  -0.321
C: -0.92 1.72 -1.91  -0.088
C: -0.33 -1.61 0.34  -0.133
C: -1.57 -1.95 -0.12  0.009
H: 2.66 0.62 2.60  0.161
H: 1.17 1.31 1.56  0.106
H: 0.78 1.69 -0.13  0.104
H: -0.58 2.98 -1.58  0.147
H: -1.49 1.09 -2.93  0.143
H: -0.04 -2.47 0.91  0.075
H: -1.77 -3.00 0.19  0.068
H: -1.90 -1.45 -0.98  0.014
N: 2.11 0.68 1.57  -0.083
N: 1.62 -0.59 1.31  -0.038
N: 0.20 0.83 -0.10  -0.048
N: -0.54 0.61 -1.26  -0.116

Properties
Charge   0
Lowest unoccupied orbital energy   0.65 eV
2S+1   1

=====

(B)
This record from the OMol25 dataset describes a single C4H8N4 molecule. The level of theory is ωB97M-V/def2-TZVPD.

Each line ends with the Löwdin charge.
Atoms and positions in Å:
C: 2.29 -0.86 0.11  -0.228
C: 0.53 0.51 -0.16  -0.379
C: -0.26 1.63 -0.02  -0.071
C: -1.48 -0.20 -0.06  -0.428
H: 2.01 -1.52 -0.81  0.086
H: 1.65 -1.45 1.02  0.123
H: 3.48 -0.88 0.40  0.117
H: 2.44 1.14 0.21  0.113
H: 0.04 2.64 0.11  0.093
H: -2.32 1.73 0.19  0.136
H: -2.43 -1.94 -0.22  0.067
H: -3.52 -0.71 -0.46  0.129
N: 1.93 0.43 -0.28  -0.068
N: -1.55 1.14 0.05  0.082
N: -2.61 -1.00 0.04  0.100
N: -0.20 -0.66 -0.13  0.128

Properties
Charge   0
SMILES   CNc1c[nH]c(N)n1
Lowest unoccupied orbital energy   0.81 eV
2S+1   1

=====

Best to worst by energy: (B), (A).